The following is a DFT calculation (ωB97M-V with the def2-TZVPD basis set) of 2 unconnected molecules or ions with the total composition C2H7N2S in a non-equilibrium geometry.

Summary:
LUMO: -4.4 eV
orbital gap: 0.358 Ha
net charge: +1
E: -15993.77671 eV
relative energy (zero: lowest compared OMol25 entry of this formula, charge and spin): 287.61 kJ/mol
highest occupied orbital energy: -14.14 eV

XYZ file:
```
12
Properties=species:S:1:pos:R:3:forces:R:3:mulliken_charge:R:1
C -2.390 0.705 -0.270 -0.01 0.25 1.87 0.456
C 2.368 -0.723 0.019 0.51 2.13 -4.95 -0.741
N -1.494 0.097 -0.891 2.42 -1.79 -2.27 -0.340
N -2.935 1.161 0.663 -1.09 0.42 -0.80 -0.159
S 1.027 0.310 0.591 0.42 1.84 -1.96 -0.216
H 0.883 -0.466 1.560 -0.95 -1.59 2.58 0.223
H 3.075 -0.127 -0.698 -1.44 -0.56 1.27 0.295
H 1.982 -1.482 -0.688 0.54 -0.41 1.36 0.305
H 2.957 -0.822 0.851 1.36 -1.62 1.81 0.342
H -1.338 -0.195 -1.879 -1.38 0.78 0.93 0.299
H -0.459 -0.140 -0.397 -1.13 0.98 0.50 0.203
H -3.677 1.683 1.139 0.75 -0.43 -0.36 0.334
```
Forces are in eV/Å.

The following is a DFT calculation (ωB97M-V with the def2-TZVPD basis set) of a gas-phase ion, C2H7N2S (charge +1) in a non-equilibrium geometry.

Summary:
LUMO (alpha / beta): -3.6 / -8.1 eV
orbital gap (alpha / beta): 0.225 / 0.245 Ha
net charge: +1
E: -15991.84941 eV
expectation value of S²: 2.006
2S+1: 3
relative energy (zero: lowest compared OMol25 entry of this formula, charge and spin): 92.89 kJ/mol
highest occupied orbital energy (alpha / beta): -9.72 / -14.75 eV

XYZ file:
```
12
Properties=species:S:1:pos:R:3:forces:R:3:lowdin_spin:R:1
C 0.148 -0.402 0.376 1.71 4.50 -2.35 0.247
C 0.349 0.792 -0.500 -2.72 -0.32 4.51 0.269
N -1.084 -0.477 0.778 -2.37 -1.45 1.56 0.133
N 1.156 -1.112 0.860 -0.32 -2.30 1.59 0.148
S -0.837 0.602 -1.974 -1.22 -0.18 -2.00 1.059
H -0.158 1.823 -0.075 1.39 -2.28 -0.86 0.048
H 1.293 0.883 -0.843 3.13 0.87 -1.11 0.018
H -1.805 0.106 0.405 -0.21 0.02 0.09 0.013
H -1.343 -1.325 1.231 -0.76 -0.31 0.40 0.006
H 2.042 -0.922 0.545 2.27 0.66 -0.93 0.003
H 1.181 -1.854 1.575 -0.88 0.76 -0.74 0.006
H -0.943 1.886 -2.378 -0.02 0.02 -0.16 0.051
```
Forces are in eV/Å.

The following is a DFT calculation (ωB97M-V with the def2-TZVPD basis set) of a gas-phase ion, C2H7N2S3 (charge +1) in a non-equilibrium geometry.

Summary:
LUMO: -4.1 eV
orbital gap: 0.352 Ha
net charge: +1
E: -37664.34912 eV
relative energy (zero: lowest compared OMol25 entry of this formula, charge and spin): 125.26 kJ/mol
highest occupied orbital energy: -13.74 eV

XYZ file:
```
14
Properties=species:S:1:pos:R:3:forces:R:3:mulliken_charge:R:1
C 0.390 -0.294 -0.193 -2.30 -1.42 -1.08 0.701
C -2.095 0.235 -0.007 1.64 0.18 1.80 -0.891
N -0.628 0.500 0.263 0.58 -0.97 -1.16 -0.103
N 1.613 -0.101 0.220 0.74 -0.28 0.40 -0.280
S -0.295 -1.634 -1.582 0.93 2.39 1.31 -0.203
S -0.290 1.779 1.305 0.32 0.40 1.33 -0.219
S 3.073 -0.797 -0.555 -1.59 0.59 -0.95 -0.001
H -2.544 1.207 0.117 -0.53 -0.06 0.44 0.303
H -2.133 0.015 -1.020 -0.67 -0.89 -1.63 0.470
H -2.402 -0.563 0.705 -0.29 0.71 -0.80 0.308
H 1.634 0.615 0.995 0.55 -0.59 -1.05 0.263
H 0.124 -2.843 -1.205 0.61 0.08 0.68 0.235
H -0.319 2.841 0.485 -0.01 -0.14 -0.47 0.222
H 3.872 -0.960 0.473 0.00 0.01 1.16 0.195
```
Forces are in eV/Å.

The following is a DFT calculation (ωB97M-V with the def2-TZVPD basis set) of C2H7N3 in the gas phase.

Summary:
LUMO: 1.0 eV
orbital gap: 0.324 Ha
net charge: 0
SMILES: CN/N=C\N
E: -6656.43256 eV
relative energy (zero: lowest compared OMol25 entry of this formula, charge and spin): 146.98 kJ/mol
highest occupied orbital energy: -7.78 eV

XYZ file:
```
12
Properties=species:S:1:pos:R:3:forces:R:3:mulliken_charge:R:1
C 0.218 -0.578 1.384 -0.22 0.00 -0.27 -0.898
N 0.686 0.719 0.917 0.29 0.02 0.42 -0.178
N 0.137 1.349 -0.171 0.00 0.67 0.03 -0.510
C -0.311 0.803 -1.217 -0.25 0.00 -0.07 0.050
N -0.520 -0.528 -1.554 0.14 -0.27 0.10 -0.418
H -0.856 -0.721 1.219 0.04 -0.01 0.07 0.353
H 0.768 -1.381 0.886 -0.07 -0.07 0.08 0.263
H 0.419 -0.654 2.451 0.03 0.00 -0.01 0.326
H 0.694 1.407 1.662 0.02 -0.28 -0.24 0.271
H -0.663 1.503 -1.965 -0.05 -0.01 -0.10 0.334
H 0.041 -1.208 -1.071 0.01 -0.07 -0.08 0.155
H -0.612 -0.710 -2.540 0.07 0.03 0.07 0.251
```
Forces are in eV/Å.

The following is a DFT calculation (ωB97M-V with the def2-TZVPD basis set) of C2H7N3 in the gas phase in a non-equilibrium geometry.

Summary:
LUMO: 1.1 eV
orbital gap: 0.355 Ha
net charge: 0
SMILES: C/N=C/NN
E: -6654.97255 eV
relative energy (zero: lowest compared OMol25 entry of this formula, charge and spin): 287.85 kJ/mol
highest occupied orbital energy: -8.61 eV

XYZ file:
```
12
Properties=species:S:1:pos:R:3:forces:R:3:mulliken_charge:R:1
C -1.504 0.923 -1.228 -0.15 -0.21 -0.04 -0.693
N -0.299 0.161 -0.932 -0.90 1.32 1.40 -0.490
C 0.085 0.077 0.318 -1.10 -1.62 -1.87 -0.135
N 1.367 -0.334 0.349 0.03 0.60 -1.74 -0.141
N 1.829 -1.243 1.326 0.02 -0.08 -0.17 -0.517
H -1.256 1.924 -1.600 0.03 -0.17 -0.02 0.243
H -2.078 0.407 -2.001 0.05 0.09 -0.02 0.225
H -2.159 1.058 -0.359 0.04 -0.04 0.06 0.287
H -0.579 -0.031 1.184 0.21 0.89 0.03 0.329
H 1.326 -0.356 -0.845 1.64 -0.84 3.01 0.399
H 1.089 -1.863 1.656 0.11 0.11 -0.26 0.243
H 2.179 -0.723 2.130 0.01 -0.06 -0.38 0.249
```
Forces are in eV/Å.

The following is a DFT calculation (ωB97M-V with the def2-TZVPD basis set) of C2H7N3 in the gas phase in a non-equilibrium geometry.

Summary:
LUMO: 0.8 eV
orbital gap: 0.346 Ha
net charge: 0
SMILES: [H]/N=C/N(C)N
E: -6655.46504 eV
relative energy (zero: lowest compared OMol25 entry of this formula, charge and spin): 240.33 kJ/mol
highest occupied orbital energy: -8.60 eV

XYZ file:
```
12
Properties=species:S:1:pos:R:3:forces:R:3:mulliken_charge:R:1
H -0.353 2.571 1.378 0.24 -1.17 -0.37 0.253
N -0.648 1.675 0.952 -0.89 0.48 -0.08 -0.588
C 0.237 0.921 0.485 2.86 -0.63 -0.45 0.160
N 0.124 -0.255 -0.259 -2.14 1.31 0.70 0.183
C 1.209 -1.126 -0.395 2.72 -2.44 -1.39 -0.851
N -1.157 -0.761 -0.649 -0.06 -1.20 0.63 -0.666
H 1.386 1.018 0.567 -1.56 0.58 0.25 0.182
H 2.183 -0.842 0.164 -1.78 -0.02 -0.91 0.319
H 1.555 -1.279 -1.595 -1.00 0.20 3.11 0.221
H 0.900 -2.129 0.064 0.64 0.98 -0.94 0.267
H -1.603 -1.420 0.102 1.40 1.40 -1.69 0.242
H -0.978 -1.302 -1.525 -0.45 0.52 1.13 0.278
```
Forces are in eV/Å.

The following is a DFT calculation (ωB97M-V with the def2-TZVPD basis set) of C2H7N3 in the gas phase in a non-equilibrium geometry.

Summary:
LUMO: 1.1 eV
orbital gap: 0.392 Ha
net charge: 0
SMILES: [H]/N=C\N(C)N
E: -6655.82415 eV
relative energy (zero: lowest compared OMol25 entry of this formula, charge and spin): 205.68 kJ/mol
highest occupied orbital energy: -9.60 eV

XYZ file:
```
12
Properties=species:S:1:pos:R:3:forces:R:3:mulliken_charge:R:1
H 2.095 0.651 -0.144 0.17 -0.07 0.98 0.306
N 2.036 -0.334 0.146 0.02 -0.31 -1.21 -0.651
C 0.895 -0.725 -0.246 0.35 0.36 -0.57 0.080
N -0.206 0.069 -0.590 0.18 0.86 1.86 -0.047
C -1.357 -0.591 0.115 0.08 2.87 0.52 -0.893
N -0.062 1.430 -0.036 -1.28 -2.06 1.40 -0.676
H 0.587 -1.743 -0.412 0.52 -0.80 0.55 0.328
H -1.136 -0.831 1.184 -0.01 0.17 -0.69 0.327
H -1.636 -1.462 -0.407 -0.55 -0.90 -0.62 0.348
H -2.090 0.245 0.089 -0.12 -1.14 0.08 0.330
H 0.347 1.355 0.938 -0.32 0.20 -1.51 0.294
H 0.526 1.935 -0.637 0.96 0.81 -0.79 0.253
```
Forces are in eV/Å.

The following is a DFT calculation (ωB97M-V with the def2-TZVPD basis set) of C2H7N3 in the gas phase in a non-equilibrium geometry.

Summary:
LUMO: 0.8 eV
orbital gap: 0.395 Ha
net charge: 0
SMILES: [H]/N=C\N(C)N
E: -6654.17967 eV
relative energy (zero: lowest compared OMol25 entry of this formula, charge and spin): 364.35 kJ/mol
highest occupied orbital energy: -9.93 eV

XYZ file:
```
12
Properties=species:S:1:pos:R:3:forces:R:3:mulliken_charge:R:1
H -1.208 0.131 -1.431 -1.22 0.73 -1.03 0.236
N -0.444 0.686 -1.793 2.11 -1.83 2.77 -0.602
C 0.455 0.314 -0.905 0.41 1.49 -2.35 -0.093
N 0.358 -0.540 0.260 -1.25 3.29 0.56 -0.001
C -1.075 -0.575 0.505 -3.64 -3.93 1.97 -0.787
N 0.850 0.098 1.540 1.32 3.47 -0.82 -0.617
H 1.434 0.677 -1.173 0.68 0.02 0.69 0.405
H -1.748 0.280 0.977 2.35 -1.16 -0.64 0.296
H -1.651 -0.763 -0.461 0.78 -0.63 1.64 0.382
H -1.233 -1.596 1.195 0.03 2.89 -1.73 0.259
H 0.946 1.264 1.456 -0.69 -3.94 -0.15 0.273
H 1.832 -0.141 1.789 -0.89 -0.40 -0.92 0.247
```
Forces are in eV/Å.

The following is a DFT calculation (ωB97M-V with the def2-TZVPD basis set) of C2H7N3 in the gas phase in a non-equilibrium geometry.

Summary:
LUMO: 0.9 eV
orbital gap: 0.351 Ha
net charge: 0
SMILES: [H]/N=C\N(C)N
E: -6654.77439 eV
relative energy (zero: lowest compared OMol25 entry of this formula, charge and spin): 306.97 kJ/mol
highest occupied orbital energy: -8.64 eV

XYZ file:
```
12
Properties=species:S:1:pos:R:3:forces:R:3:mulliken_charge:R:1
H 2.107 1.104 0.480 0.06 -3.11 -1.95 0.238
N 2.187 0.049 0.021 -1.99 2.96 2.04 -0.591
C 1.033 -0.509 -0.086 -2.05 2.68 0.06 -0.092
N -0.427 -0.022 -0.090 3.12 -0.18 -0.22 0.176
C -0.978 1.381 -0.043 4.51 -1.54 4.21 -0.836
N -1.426 -0.970 0.089 -0.08 -2.33 1.94 -0.684
H 1.036 -1.552 -0.263 -0.30 -1.15 -0.38 0.411
H -0.639 1.714 1.039 -1.76 -0.11 -1.60 0.258
H -0.403 2.065 -0.605 0.35 0.46 -1.46 0.316
H -1.985 1.283 -0.251 -1.86 0.29 -0.16 0.310
H -1.349 -1.674 0.953 0.23 2.39 -2.10 0.249
H -1.443 -1.564 -0.720 -0.22 -0.36 -0.38 0.243
```
Forces are in eV/Å.

The following is a DFT calculation (ωB97M-V with the def2-TZVPD basis set) of C2H7N3 in the gas phase in a non-equilibrium geometry.

Summary:
LUMO: 1.2 eV
orbital gap: 0.379 Ha
net charge: 0
SMILES: C/N=C/NN
E: -6656.15222 eV
relative energy (zero: lowest compared OMol25 entry of this formula, charge and spin): 174.03 kJ/mol
highest occupied orbital energy: -9.14 eV

XYZ file:
```
12
Properties=species:S:1:pos:R:3:forces:R:3:mulliken_charge:R:1
C 2.358 0.199 0.029 1.42 0.64 0.35 -0.601
N 1.106 -0.447 0.234 -2.42 0.61 -1.21 -0.484
C 0.063 0.186 -0.178 0.63 0.15 0.16 -0.011
N -1.186 -0.412 -0.352 1.42 -1.74 0.99 -0.135
N -2.231 0.346 0.216 -0.77 -0.37 0.52 -0.514
H 2.893 -0.312 -0.798 -0.12 0.17 0.54 0.237
H 2.950 0.061 0.977 -0.27 0.39 -1.07 0.208
H 2.311 1.292 -0.276 -0.09 -0.98 0.54 0.285
H -0.010 1.251 -0.472 0.57 -0.30 0.17 0.280
H -1.028 -1.408 -0.027 -1.01 1.26 -0.39 0.284
H -3.051 0.318 -0.419 0.73 -0.23 1.17 0.225
H -2.412 0.075 1.221 -0.07 0.40 -1.77 0.226
```
Forces are in eV/Å.

The following is a DFT calculation (ωB97M-V with the def2-TZVPD basis set) of a molecular structure, C2H7N3O in a non-equilibrium geometry.

Summary:
LUMO: 0.7 eV
orbital gap: 0.345 Ha
net charge: 0
E: -8700.63161 eV
relative energy (zero: lowest compared OMol25 entry of this formula, charge and spin): 544.70 kJ/mol
highest occupied orbital energy: -8.74 eV

XYZ file:
```
13
Properties=species:S:1:pos:R:3:forces:R:3:mulliken_charge:R:1
C -1.453 1.178 0.190 -1.13 -1.15 -1.78 -0.883
C -1.091 -0.265 -0.005 4.01 -0.72 -1.47 -0.212
N 1.453 0.785 -0.537 -1.41 0.76 -0.47 0.020
N 1.281 -1.378 0.297 0.19 -0.38 0.15 -0.519
N 0.774 -0.311 -0.419 -3.97 -0.19 0.33 0.205
O 2.651 0.760 -0.302 0.65 -0.71 0.41 -0.604
H -1.147 1.656 -0.782 -0.66 0.03 1.14 0.297
H -2.581 1.173 0.343 1.32 0.53 -0.17 0.339
H -0.904 1.590 1.013 0.03 0.31 0.39 0.288
H -0.861 -0.923 0.819 -0.53 0.24 0.60 0.335
H -1.472 -0.901 -0.848 0.06 1.22 0.63 0.250
H 1.107 -2.273 -0.186 0.67 0.86 0.13 0.216
H 2.243 -1.090 0.416 0.76 -0.79 0.12 0.268
```
Forces are in eV/Å.

The following is a DFT calculation (ωB97M-V with the def2-TZVPD basis set) of 2 unconnected molecules or ions with the total composition C2H7N3O in a non-equilibrium geometry.

Summary:
LUMO: 1.1 eV
orbital gap: 0.389 Ha
net charge: 0
SMILES: [H]/N=C/N.NC=O
E: -8704.63695 eV
relative energy (zero: lowest compared OMol25 entry of this formula, charge and spin): 158.24 kJ/mol
highest occupied orbital energy: -9.44 eV

XYZ file:
```
13
Properties=species:S:1:pos:R:3:forces:R:3:mulliken_charge:R:1
H 2.161 1.624 -0.173 -0.28 0.90 0.32 0.176
N 1.514 0.971 0.232 -1.16 -0.34 1.21 -0.750
C 0.622 1.298 1.114 0.57 1.57 0.19 0.238
N -0.028 0.311 1.804 4.13 0.00 0.08 -0.448
H 0.316 2.376 1.564 0.82 -2.12 -1.55 0.276
H -0.964 0.273 1.841 -4.08 0.39 0.27 0.255
H 0.353 -0.608 1.671 0.15 -0.17 -0.42 0.262
N -0.234 -0.602 -1.741 -3.54 -0.48 3.25 -0.300
C -1.216 -1.398 -1.090 3.00 1.84 0.54 0.064
O -1.682 -1.053 -0.023 -0.56 -0.29 -0.61 -0.509
H 0.265 0.089 -1.214 -0.05 0.39 0.65 0.206
H 0.209 -0.866 -2.525 1.49 -1.55 -3.21 0.187
H -1.315 -2.414 -1.460 -0.50 -0.15 -0.72 0.343
```
Forces are in eV/Å.